The following is a DFT calculation (ωB97M-V/def2-TZVPD) of a molecular structure, C42H105F6N7O14PSr.

Properties
Net charge: +1
2S+1: 1
Gap between HOMO and LUMO, eV: 2.9

Each line ends with the Mulliken charge.
Cartesian coordinates (Å):
1 Sr -7.439 -2.716 3.524  1.71
2 P -1.062 -0.611 1.766  1.13
3 F -1.292 -1.888 2.749  -0.40
4 F -1.138 -1.573 0.436  -0.37
5 F -2.645 -0.747 1.842  -0.33
6 F -1.003 0.746 0.883  -0.34
7 F -1.137 0.234 3.147  -0.37
8 F 0.468 -0.805 1.938  -0.32
9 C -8.365 7.612 -1.819  -0.60
10 O -7.581 6.441 -1.801  -0.34
11 C -6.898 6.157 -3.036  -0.48
12 C -6.727 4.582 -3.163  -0.78
13 N -8.044 3.942 -3.437  -0.38
14 C -8.332 3.977 -4.877  -0.64
15 C -9.812 3.431 -5.073  -0.54
16 O -10.839 4.138 -4.387  -0.38
17 C -10.791 5.571 -4.338  -0.22
18 H -8.838 7.848 -0.865  0.27
19 H -9.205 7.469 -2.499  0.15
20 H -7.854 8.479 -2.236  0.33
21 H -5.879 6.539 -3.095  0.42
22 H -7.447 6.518 -3.906  0.32
23 H -6.319 4.135 -2.257  0.35
24 H -5.989 4.343 -3.929  0.40
25 H -8.700 4.638 -3.113  0.29
26 H -7.697 3.252 -5.385  0.46
27 H -8.116 4.945 -5.330  0.33
28 H -10.099 2.459 -4.671  0.25
29 H -10.155 3.439 -6.108  0.38
30 H -11.409 6.074 -3.594  0.23
31 H -11.128 5.978 -5.291  0.32
32 H -9.747 5.847 -4.194  -0.16
33 C 6.598 5.270 0.350  -0.74
34 O 7.542 6.213 0.825  -0.26
35 C 7.416 7.536 0.279  -0.62
36 C 8.675 8.297 0.659  -0.46
37 N 8.656 9.627 0.171  -0.31
38 C 9.786 10.526 0.569  -0.71
39 C 9.598 11.983 0.533  -0.42
40 O 8.277 12.139 0.974  -0.35
41 C 7.702 13.337 0.516  -0.78
42 H 6.856 4.239 0.590  0.23
43 H 6.416 5.441 -0.711  0.31
44 H 5.643 5.506 0.819  0.30
45 H 6.631 8.015 0.865  0.27
46 H 7.161 7.693 -0.770  0.42
47 H 9.547 7.778 0.261  0.34
48 H 8.768 8.354 1.743  0.31
49 H 7.899 10.134 0.607  0.27
50 H 10.671 10.271 -0.014  0.36
51 H 10.156 10.450 1.591  0.31
52 H 9.727 12.260 -0.513  0.35
53 H 10.344 12.428 1.191  0.30
54 H 6.837 13.459 1.169  0.24
55 H 7.497 13.198 -0.545  0.33
56 H 8.265 14.263 0.625  0.32
57 C -10.820 -3.596 1.044  -0.76
58 O -10.376 -2.305 1.513  -0.22
59 C -10.937 -1.244 0.868  -0.74
60 C -10.482 0.183 1.235  -0.50
61 N -9.003 0.275 1.495  -0.20
62 C -8.583 1.444 2.238  -0.95
63 C -9.304 1.750 3.582  -0.54
64 O -9.006 0.695 4.503  -0.19
65 C -9.423 0.868 5.847  -0.79
66 H -10.304 -4.312 1.684  0.24
67 H -10.604 -3.613 -0.025  0.33
68 H -11.865 -3.728 1.324  0.32
69 H -12.023 -1.324 0.913  0.38
70 H -10.624 -1.361 -0.169  0.38
71 H -10.956 0.370 2.198  0.19
72 H -10.857 0.889 0.494  0.35
73 H -8.488 0.502 0.656  0.30
74 H -8.755 2.137 1.415  0.47
75 H -7.493 1.459 2.238  0.41
76 H -10.384 1.715 3.441  0.34
77 H -9.027 2.710 4.017  0.45
78 H -10.506 0.833 5.967  0.34
79 H -8.950 1.707 6.357  0.32
80 H -9.239 -0.025 6.445  0.21
81 C -1.475 -4.079 -14.139  -0.70
82 O -0.487 -4.439 -13.300  -0.34
83 C -0.990 -4.887 -12.081  -0.31
84 C 0.124 -5.266 -11.121  -0.61
85 N -0.472 -5.419 -9.740  -0.28
86 C -1.102 -4.298 -9.180  -1.09
87 C -0.490 -2.860 -9.334  -0.38
88 O 0.806 -2.911 -8.695  -0.37
89 C 0.813 -2.871 -7.231  -0.71
90 H -2.051 -4.944 -14.466  0.28
91 H -1.193 -3.705 -15.123  0.27
92 H -2.067 -3.317 -13.632  0.30
93 H -1.593 -5.793 -12.141  0.34
94 H -1.551 -4.086 -11.600  0.23
95 H 0.801 -4.413 -11.182  0.31
96 H 0.507 -6.236 -11.438  0.38
97 H 0.156 -5.606 -8.970  0.30
98 H -1.301 -4.539 -8.136  0.51
99 H -2.095 -4.033 -9.543  0.36
100 H -1.126 -2.082 -8.910  0.39
101 H -0.280 -2.634 -10.379  0.27
102 H 0.722 -3.855 -6.772  0.26
103 H 0.024 -2.264 -6.786  0.32
104 H 1.809 -2.548 -6.927  0.27
105 C 14.259 6.743 6.192  -0.71
106 O 13.507 6.139 7.293  -0.35
107 C 12.462 5.313 6.846  -0.54
108 C 11.133 5.970 6.262  -0.70
109 N 9.900 5.175 6.179  -0.12
110 C 8.846 5.543 7.095  -0.51
111 C 7.739 4.584 6.888  -0.54
112 O 6.539 4.949 7.584  -0.32
113 C 5.558 3.974 7.611  -0.72
114 H 14.914 6.127 5.576  0.30
115 H 15.053 7.273 6.718  0.28
116 H 13.669 7.437 5.593  0.28
117 H 12.222 4.818 7.787  0.29
118 H 12.992 4.494 6.360  0.37
119 H 11.458 6.360 5.298  0.38
120 H 10.862 6.827 6.880  0.30
121 H 9.678 4.678 5.328  0.23
122 H 8.493 6.556 6.907  0.37
123 H 9.078 5.561 8.160  0.23
124 H 8.220 3.788 7.456  0.26
125 H 7.507 4.464 5.830  0.35
126 H 5.292 3.671 6.599  0.29
127 H 4.594 4.166 8.082  0.27
128 H 5.929 3.078 8.109  0.30
129 C -5.548 -4.801 0.233  -0.82
130 O -5.750 -5.291 1.624  -0.29
131 C -5.188 -6.540 1.880  -0.73
132 C -4.858 -6.688 3.431  -0.55
133 N -6.012 -6.300 4.251  -0.15
134 C -5.751 -6.421 5.689  -0.94
135 C -4.631 -5.402 6.162  -0.55
136 O -4.875 -4.064 5.712  -0.24
137 C -4.322 -3.098 6.621  -0.84
138 H -6.340 -4.075 0.050  0.19
139 H -5.565 -5.579 -0.530  0.35
140 H -4.565 -4.332 0.191  0.42
141 H -4.399 -6.579 1.129  0.48
142 H -5.885 -7.295 1.515  0.31
143 H -4.001 -6.090 3.740  0.34
144 H -4.575 -7.738 3.512  0.33
145 H -6.672 -7.064 4.264  0.26
146 H -5.611 -7.452 6.015  0.42
147 H -6.707 -6.288 6.197  0.38
148 H -3.657 -5.707 5.780  0.36
149 H -4.695 -5.435 7.250  0.42
150 H -4.758 -2.969 7.612  0.37
151 H -4.549 -2.104 6.235  0.26
152 H -3.239 -3.051 6.509  0.35
153 C 4.279 -7.577 0.583  -0.74
154 O 5.166 -8.577 -0.022  -0.36
155 C 6.108 -7.932 -0.914  -0.70
156 C 7.437 -8.726 -0.805  -0.54
157 N 6.968 -9.982 -1.337  -0.48
158 C 7.794 -11.107 -0.810  -0.37
159 C 7.206 -12.472 -1.171  -0.66
160 O 6.357 -12.935 -0.076  -0.33
161 C 6.990 -13.431 1.146  -0.69
162 H 3.749 -7.047 -0.209  0.29
163 H 4.947 -7.001 1.224  0.32
164 H 3.546 -8.069 1.222  0.22
165 H 6.391 -6.887 -0.780  0.51
166 H 5.734 -7.921 -1.937  0.30
167 H 7.661 -8.795 0.259  0.30
168 H 8.307 -8.268 -1.275  0.41
169 H 6.051 -10.034 -0.918  0.41
170 H 7.953 -10.981 0.260  0.32
171 H 8.761 -11.146 -1.312  0.27
172 H 7.972 -13.209 -1.413  0.36
173 H 6.580 -12.318 -2.051  0.35
174 H 7.454 -14.414 1.060  0.29
175 H 6.158 -13.516 1.844  0.23
176 H 7.746 -12.796 1.607  0.29

***

The following is a DFT calculation (ωB97M-V/def2-TZVPD) of a molecular structure, C16H9I2NO4ReS2.

Properties
Net charge: +1
2S+1: 1
Gap between HOMO and LUMO (alpha / beta), eV: 5.3 / 5.3

Each line ends with the Mulliken charge.
Cartesian coordinates (Å):
1 Re 0.673 0.418 1.566  1.25
2 I 4.927 -0.588 -1.140  0.14
3 C 3.140 -1.624 -1.090  -0.57
4 C 2.970 -2.829 -1.820  -0.21
5 C 1.795 -3.528 -1.804  -0.36
6 I 1.645 -5.282 -2.916  0.16
7 C 0.691 -3.058 -1.037  0.42
8 C -0.580 -3.657 -0.923  -0.43
9 C -1.547 -3.078 -0.140  -1.00
10 C -1.266 -1.895 0.552  -0.08
11 N -0.086 -1.310 0.465  -0.12
12 C 0.885 -1.873 -0.314  0.35
13 C 2.096 -1.159 -0.349  0.80
14 O 2.095 -0.033 0.403  -0.73
15 H 3.804 -3.193 -2.405  0.36
16 H -0.785 -4.576 -1.457  0.26
17 H -2.526 -3.524 -0.041  0.41
18 H -2.000 -1.426 1.195  0.48
19 O -0.512 -0.230 3.125  -0.64
20 S 0.784 -0.344 3.984  1.01
21 O 1.629 -1.215 3.171  -0.51
22 O 0.563 -0.541 5.360  -0.52
23 S 1.505 1.576 3.351  -0.22
24 C -0.250 1.628 0.713  0.21
25 C -0.968 2.619 0.014  0.73
26 C -2.288 2.912 0.395  -0.37
27 C -2.984 3.891 -0.284  -0.65
28 C -2.375 4.574 -1.331  -0.34
29 C -1.067 4.287 -1.711  -0.65
30 C -0.357 3.310 -1.045  -0.36
31 H -2.740 2.376 1.219  0.48
32 H -4.000 4.128 0.001  0.41
33 H -2.925 5.343 -1.857  0.41
34 H -0.607 4.828 -2.526  0.42
35 H 0.661 3.073 -1.324  0.49

***

The following is a DFT calculation (ωB97M-V/def2-TZVPD) of a single C20H31N3OS molecule.

Properties
2S+1: 1
SMILES: Cc1ccc(NC(=S)N2CCC(N(C)C[C@@H]3CCCO3)CC2)c(C)c1
Gap between HOMO and LUMO, eV: 8.5

Each line ends with the natural charge from an NBO analysis.
Cartesian coordinates (Å):
1 C -2.430 4.506 0.747  -0.63
2 C -1.456 3.707 1.559  -0.01
3 C -0.349 4.312 2.142  -0.22
4 C 0.564 3.559 2.852  -0.20
5 C 0.391 2.185 2.999  0.11
6 N 1.361 1.464 3.730  -0.64
7 C 1.893 0.244 3.433  0.32
8 S 2.350 -0.732 4.695  -0.27
9 N 2.062 -0.103 2.138  -0.45
10 C 2.486 -1.440 1.783  -0.22
11 C 1.698 -1.932 0.571  -0.40
12 C 1.869 -0.969 -0.610  -0.03
13 N 1.184 -1.472 -1.792  -0.45
14 C 1.739 -0.984 -3.035  -0.41
15 C -0.262 -1.369 -1.763  -0.22
16 C -0.935 -2.511 -2.538  0.08
17 C -1.298 -2.212 -4.012  -0.44
18 C -2.801 -2.504 -4.098  -0.43
19 C -3.037 -3.344 -2.841  -0.06
20 O -2.157 -2.814 -1.879  -0.53
21 C 1.476 0.452 -0.171  -0.43
22 C 2.274 0.848 1.068  -0.22
23 C -0.747 1.566 2.472  -0.01
24 C -1.042 0.118 2.713  -0.65
25 C -1.638 2.344 1.745  -0.20
26 H -3.423 4.067 0.790  0.22
27 H -2.480 5.532 1.103  0.22
28 H -2.115 4.527 -0.297  0.22
29 H -0.199 5.376 2.036  0.21
30 H 1.428 4.027 3.301  0.22
31 H 1.458 1.711 4.707  0.42
32 H 2.319 -2.094 2.641  0.25
33 H 3.560 -1.440 1.556  0.19
34 H 2.054 -2.920 0.281  0.22
35 H 0.646 -2.025 0.838  0.20
36 H 2.937 -0.957 -0.863  0.19
37 H 1.512 0.077 -3.226  0.16
38 H 1.333 -1.573 -3.855  0.20
39 H 2.820 -1.113 -3.025  0.20
40 H -0.621 -0.400 -2.147  0.17
41 H -0.610 -1.473 -0.735  0.22
42 H -0.272 -3.389 -2.485  0.18
43 H -0.734 -2.859 -4.682  0.21
44 H -1.081 -1.176 -4.270  0.21
45 H -3.375 -1.580 -4.036  0.20
46 H -3.080 -3.032 -5.007  0.21
47 H -2.798 -4.401 -3.035  0.16
48 H -4.050 -3.272 -2.443  0.19
49 H 0.411 0.500 0.055  0.21
50 H 1.685 1.164 -0.972  0.21
51 H 1.999 1.850 1.390  0.23
52 H 3.346 0.850 0.818  0.19
53 H -0.715 -0.184 3.707  0.24
54 H -0.525 -0.515 1.994  0.22
55 H -2.109 -0.069 2.623  0.22
56 H -2.516 1.870 1.328  0.21

***

The following is a DFT calculation (ωB97M-V/def2-TZVPD) of a single C4H6N2 molecule.

Properties
2S+1: 1
SMILES: C1=NC[C@@H]2CN12
Gap between HOMO and LUMO, eV: 9.8

Each line ends with the natural charge from an NBO analysis.
Cartesian coordinates (Å):
1 C 0.712 -1.122 -0.096  0.22
2 N 1.540 -0.149 0.267  -0.41
3 C 0.717 1.196 0.064  -0.31
4 C -0.647 0.757 -0.331  -0.09
5 C -1.497 -0.239 0.478  -0.21
6 N -0.591 -0.670 -0.385  -0.48
7 H 1.217 -2.149 -0.414  0.23
8 H 0.706 1.686 1.055  0.22
9 H 0.884 1.792 -0.831  0.23
10 H -1.177 1.020 -1.426  0.20
11 H -1.305 -0.105 1.601  0.20
12 H -2.685 -0.068 0.156  0.20

***

Energy relative to the best compared isomer or geometry (same formula, charge and spin) readings, ordered: 314.5 0.0 12.4 104.2 kcal/mol
DFT total energy readings, ordered: -4070.4286 -2440.6167 -1418.3971 -265.3695 Eh